# 1
8
Properties=species:S:1:pos:R:3:forces:R:3:nbo_charge:R:1 method="wB97M-V/def2-TZVPD" smiles="O=C1N=C([O-])OC1=S" multiplicity=1 e_above_lowest_kj_mol=11.11 total_charge=-1
S -2.649583 0.550432 0.446440 0.776 -0.132 0.752 -0.23
O -0.715333 -0.306809 -1.001713 0.548 0.204 0.298 -0.59
O 1.564997 -0.519912 -2.075884 -1.036 -0.059 1.441 -0.58
O 0.270899 0.593918 2.172080 0.148 -0.120 -0.816 -0.56
N 1.301930 -0.268683 0.260637 0.134 0.890 0.656 -0.68
C -1.063872 0.118951 0.179312 -0.221 0.028 -2.431 0.16
C 0.233764 0.226087 1.016991 0.169 -0.866 0.505 0.59
C 1.057197 -0.393984 -0.997865 -0.518 0.056 -0.407 0.89

***

# 2
14
Properties=species:S:1:pos:R:3:forces:R:3:nbo_charge:R:1 method="wB97M-V/def2-TZVPD" multiplicity=1 e_above_lowest_kj_mol=222.36
O 0.826445 0.284381 1.149690 -0.052 -0.080 -0.057 -0.49
O -1.705245 0.875549 0.303050 0.266 0.541 -0.356 -0.50
N -0.291956 -1.591182 1.633980 0.043 0.203 -0.431 -0.64
C -0.770607 1.321216 -0.313704 -0.371 0.145 0.165 0.39
C 0.160056 -0.838089 0.730651 -0.053 -0.389 -0.024 0.57
C 0.634469 1.378287 0.284655 -0.111 0.208 -0.135 -0.18
C 0.155923 -1.106588 -0.785561 0.046 -0.282 0.138 -0.72
H -0.887352 1.656877 -1.361278 -0.008 0.296 0.054 0.12
H -0.803016 -2.376404 1.240106 0.241 -0.094 -0.059 0.34
H 0.671799 2.296115 0.881229 0.155 -0.107 0.018 0.23
H 1.083708 -1.637226 -1.001252 -0.082 -0.279 -0.048 0.24
H 0.144296 -0.274273 -1.507306 0.052 -0.097 0.631 0.22
H -0.715746 -1.712501 -1.040228 0.230 -0.136 0.098 0.24
H 1.431128 1.420889 -0.474697 -0.357 0.069 0.007 0.19

***

# 3
7
Properties=species:S:1:pos:R:3:forces:R:3:nbo_charge:R:1 method="wB97M-V/def2-TZVPD" s2=2.010 multiplicity=3 e_above_lowest_kj_mol=289.72
I 1.798252 1.110453 3.390577 0.356 -0.828 -0.609 -0.11
Cl 1.937982 1.409149 -1.843821 -1.116 -0.134 1.536 0.21
N 0.647632 0.617754 -1.021808 3.987 4.164 -0.825 -0.21
C 0.100204 -0.392064 -1.562927 -2.804 -5.229 -2.939 -0.47
H 2.354606 -0.167248 2.481474 -0.364 0.825 0.578 0.11
H 0.263182 -0.697798 -2.679106 -0.057 1.025 2.096 0.25
H -0.854653 -0.755711 -1.194907 -0.002 0.176 0.164 0.22